# 1
{
  "formula": "C22H31N5O3P2PdTe",
  "method": "wB97M-V/def2-TZVPD",
  "multiplicity": 1,
  "de_lowest_ev": 0.004,
  "lumo_energy_ha": -0.0091,
  "energy_ev": -66262.60601,
  "orbital_gap_ev": 5.480,
  "elements": ["Pd", "C", "C", "N", "C", "C", "C", "C", "C", "C", "C", "C", "C", "N", "C", "H", "H", "H", "H", "H", "H", "H", "H", "C", "N", "C", "N", "C", "N", "C", "P", "C", "C", "H", "H", "H", "H", "H", "H", "H", "H", "H", "H", "H", "H", "H", "C", "C", "O", "P", "O", "Te", "O", "C", "C", "H", "H", "H", "H", "H", "H", "H", "H", "H", "H"],
  "coordinates": [[-0.03165, -0.68775, 0.22219], [4.18575, -2.70468, 0.13234], [3.04862, -1.94036, -0.16767], [2.55708, -1.02518, 0.63768], [3.16906, -0.81094, 1.81787], [4.29897, -1.54031, 2.22307], [4.80779, -2.50223, 1.33486], [4.87547, -1.31385, 3.51954], [4.32954, -0.42528, 4.37113], [3.17342, 0.33993, 3.99609], [2.56124, 1.25217, 4.87234], [1.45549, 1.94310, 4.45635], [0.99389, 1.73755, 3.14648], [1.55626, 0.90874, 2.29813], [2.61036, 0.18671, 2.71897], [4.54283, -3.44411, -0.57129], [2.51029, -2.09133, -1.09841], [5.67984, -3.07981, 1.61847], [5.74735, -1.89102, 3.80326], [4.75027, -0.27219, 5.35773], [2.96502, 1.38734, 5.86887], [0.94291, 2.63682, 5.10866], [0.12095, 2.27466, 2.78846], [0.17502, 4.12423, -1.57703], [1.02552, 3.13050, -2.37619], [0.26705, 2.82035, -3.66883], [-1.03705, 2.34032, -3.40842], [-1.78725, 3.30766, -2.61078], [-1.12941, 3.62287, -1.34728], [-1.13655, 2.46436, -0.42717], [-0.28380, 0.94801, -1.07464], [1.27531, 1.86317, -1.57925], [-1.03715, 1.00528, -2.77568], [0.14289, 5.03688, -2.17660], [0.70202, 4.30341, -0.64021], [1.91186, 3.57534, -2.61346], [0.85978, 2.08286, -4.20986], [0.23190, 3.75972, -4.22564], [-2.77067, 2.89382, -2.39694], [-1.89728, 4.22939, -3.18963], [-2.16286, 2.17430, -0.21079], [-0.65683, 2.75880, 0.51015], [1.90430, 1.21503, -2.19112], [1.82618, 2.13475, -0.67656], [-2.06375, 0.65531, -2.67676], [-0.50639, 0.30380, -3.42497], [-6.03730, -2.57052, 1.32890], [-5.17759, -2.87388, 0.12143], [-4.73973, -1.65674, -0.48383], [-3.22340, -1.11105, -0.48974], [-3.27567, 0.34166, -0.78979], [-2.09677, -1.87813, 1.49873], [-2.56891, -1.82025, -1.78713], [-2.15186, -3.18076, -1.81377], [-0.65697, -3.27326, -2.01418], [-6.40305, -3.49892, 1.77267], [-6.89187, -1.95606, 1.04379], [-5.45162, -2.03413, 2.07562], [-5.74545, -3.41476, -0.63865], [-4.32261, -3.48724, 0.41369], [-2.67750, -3.65869, -2.64454], [-2.43575, -3.69137, -0.89104], [-0.35705, -2.78291, -2.94217], [-0.37097, -4.32757, -2.07082], [-0.11952, -2.81361, -1.17664]],
  "mulliken_charge": [-0.7995, -0.9766, -0.1139, 0.0347, 0.1547, 1.0733, -0.6295, -0.9399, -0.8954, 0.8788, -0.6156, -0.9784, -0.0918, 0.1768, -0.2486, 0.3964, 0.4336, 0.4043, 0.3633, 0.3707, 0.4014, 0.4040, 0.4274, -0.7779, 0.1430, -0.7993, 0.1574, -0.8859, 0.1505, -1.2122, 2.2259, -1.2035, -1.1736, 0.3470, 0.3900, 0.3295, 0.3869, 0.3663, 0.4556, 0.2821, 0.4627, 0.3345, 0.4219, 0.3949, 0.5228, 0.4470, -1.1789, -0.1757, -0.3975, 0.4057, -0.8019, -0.3701, -0.2105, -0.2218, -0.7581, 0.3699, 0.3037, 0.2582, 0.3314, 0.2506, 0.2724, 0.2902, 0.2655, 0.4558, -0.0844]
}


# 2
{
  "formula": "C22H31N5O5",
  "method": "wB97M-V/def2-TZVPD",
  "multiplicity": 1,
  "de_lowest_ev": 0.000,
  "lumo_energy_ha": 0.0128,
  "smiles": "CCCCn1c(N)c(N(CC(C)C)C(=O)[C@@H]2CC(=O)N(Cc3ccco3)C2)c(=O)[nH]c1=O",
  "energy_ev": -41007.80472,
  "orbital_gap_ev": 9.040,
  "elements": ["C", "C", "C", "H", "C", "N", "C", "C", "C", "O", "N", "C", "O", "H", "N", "C", "O", "C", "H", "C", "N", "C", "O", "C", "H", "H", "C", "C", "C", "C", "C", "O", "H", "H", "H", "H", "H", "H", "H", "C", "H", "H", "C", "C", "H", "H", "H", "C", "H", "H", "H", "H", "N", "H", "H", "H", "H", "H", "H", "H", "H", "H", "H"],
  "coordinates": [[-5.83135, -1.31776, -1.45116], [-4.78957, -1.83020, -0.46493], [-3.78823, -0.73931, -0.09240], [-4.31881, 0.10288, 0.35516], [-2.75933, -1.25534, 0.91403], [-1.77080, -0.24500, 1.26165], [-0.77666, 0.12020, 0.39297], [0.12777, 1.11206, 0.71539], [0.08151, 1.75386, 1.99847], [0.85469, 2.58555, 2.43066], [-0.97668, 1.31029, 2.79433], [-1.91689, 0.36658, 2.50410], [-2.79986, 0.06435, 3.27073], [-1.06326, 1.75216, 3.70320], [1.11123, 1.46556, -0.24418], [2.44546, 1.21526, -0.13798], [3.19662, 1.48751, -1.05142], [2.94666, 0.60914, 1.17696], [2.72617, 1.34216, 1.95597], [2.34064, -0.76357, 1.51370], [3.32487, -1.70697, 1.05115], [4.55052, -1.17358, 0.82121], [5.52435, -1.80786, 0.49217], [4.44794, 0.31731, 1.07422], [4.98310, 0.56083, 1.99197], [4.90284, 0.86645, 0.24920], [3.02238, -3.11241, 0.93028], [1.84355, -3.34289, 0.04255], [0.55508, -3.69503, 0.33165], [-0.13353, -3.72933, -0.90696], [0.78588, -3.38603, -1.85122], [1.97636, -3.14816, -1.28426], [0.71732, -3.28628, -2.91629], [-1.15771, -3.99985, -1.07161], [0.15296, -3.91606, 1.29946], [3.91983, -3.57610, 0.50833], [2.81342, -3.54672, 1.91596], [2.18519, -0.86802, 2.59745], [1.38740, -0.95728, 1.01871], [0.66417, 2.17399, -1.44414], [1.15543, 1.71310, -2.30732], [-0.41716, 2.05080, -1.52966], [1.01520, 3.66818, -1.43467], [0.29655, 4.40563, -0.31031], [-0.78233, 4.28417, -0.40066], [0.52542, 5.46745, -0.35530], [0.61263, 4.03560, 0.66028], [0.65325, 4.26823, -2.79128], [-0.41537, 4.17474, -2.97754], [0.91355, 5.32303, -2.81583], [1.19072, 3.76524, -3.59150], [2.09456, 3.75610, -1.28674], [-0.71701, -0.49225, -0.82268], [-1.14321, -1.39685, -0.93975], [0.14403, -0.35275, -1.32907], [-2.25405, -2.15176, 0.54234], [-3.26461, -1.51212, 1.84815], [-3.28844, -0.37847, -0.99368], [-5.28755, -2.18496, 0.43910], [-4.25898, -2.67769, -0.90615], [-6.38678, -0.48835, -1.02049], [-5.35607, -0.97330, -2.36700], [-6.53499, -2.10613, -1.70530]],
  "mulliken_charge": [-1.3322, -0.3456, -0.0830, 0.3276, -1.5622, 0.3079, -0.8368, 0.3550, 0.1451, -0.7310, -0.0278, 0.4289, -0.6642, 0.2976, 0.9051, 0.2892, -0.6866, -0.2998, 0.7688, 0.4785, 0.1297, 0.6598, -0.6995, -0.9335, 0.3581, 0.3587, -1.0288, 0.3867, -0.3428, -0.3739, -0.7478, -0.3460, 0.4818, 0.6202, 0.5120, 0.4257, 0.3133, 0.1152, -0.5672, -1.4350, 0.4687, 0.5430, 0.9704, -1.3440, 0.2626, 0.4559, 0.2167, -1.6757, 0.3502, 0.4302, 0.4066, 0.2966, -0.1086, 0.0671, 0.4399, -0.0713, 0.7086, 0.3193, 0.3256, 0.2478, 0.3376, 0.3274, 0.4044]
}


# 3
{
  "formula": "C22H31N9O",
  "method": "wB97M-V/def2-TZVPD",
  "multiplicity": 1,
  "de_lowest_ev": 6.912,
  "lumo_energy_ha": 0.0112,
  "smiles": "C#C[C@H]1CCC(=O)N1.CC#N.CC#N.CC#N.CC#N.CC#N.CC#N.CC#N.CC#N",
  "energy_ev": -38766.67519,
  "orbital_gap_ev": 9.282,
  "elements": ["C", "C", "C", "C", "C", "C", "O", "N", "H", "H", "H", "H", "H", "H", "H", "C", "C", "N", "H", "H", "H", "C", "C", "N", "H", "H", "H", "C", "C", "N", "H", "H", "H", "C", "C", "N", "H", "H", "H", "C", "C", "N", "H", "H", "H", "C", "C", "N", "H", "H", "H", "C", "C", "N", "H", "H", "H", "C", "C", "N", "H", "H", "H"],
  "coordinates": [[0.47604, -1.17049, 2.17706], [-0.40829, -0.51175, 1.43777], [-1.66518, 0.09271, 0.57958], [-2.44148, -1.27694, 0.09961], [-3.51946, -1.62588, 1.24967], [-3.59869, -0.29149, 2.15764], [-4.38380, 0.03700, 3.11420], [-2.51942, 0.63576, 1.71154], [0.98080, -2.03067, 2.76965], [-1.39008, 0.85743, -0.23129], [-1.61126, -2.06207, 0.29074], [-2.88648, -1.28436, -0.96944], [-3.22196, -2.52959, 1.90415], [-4.50124, -1.78507, 0.63547], [-2.97008, 1.55378, 1.48896], [-7.53189, -1.84412, -0.86852], [-6.13981, -2.33805, -1.15382], [-5.03249, -2.73083, -1.38066], [-8.06225, -1.66625, -1.80604], [-8.07793, -2.58851, -0.28579], [-7.48636, -0.91169, -0.30230], [2.78882, 2.02360, 3.03820], [3.24433, 0.93835, 2.10174], [3.60625, 0.07471, 1.35640], [2.81000, 1.66028, 4.06750], [3.44686, 2.89007, 2.94722], [1.76953, 2.32627, 2.78926], [-0.61340, -3.59881, -2.54310], [-0.47969, -2.17870, -3.02106], [-0.37349, -1.04846, -3.40002], [-1.64992, -3.80262, -2.26640], [-0.31480, -4.28748, -3.33600], [0.02813, -3.76022, -1.67414], [3.58072, 4.56154, -0.26122], [4.44282, 4.45381, 0.96758], [5.14317, 4.37330, 1.95054], [2.68356, 3.95119, -0.14075], [3.28566, 5.60035, -0.41843], [4.13393, 4.21232, -1.13515], [-5.44694, 4.29035, 1.48603], [-4.05195, 3.80489, 1.20221], [-2.94202, 3.41832, 0.97646], [-5.97622, 4.46855, 0.54794], [-5.99004, 3.54079, 2.06518], [-5.40765, 5.22099, 2.05540], [3.30882, 7.37092, -3.90479], [2.33179, 6.58805, -3.07004], [1.55472, 5.96546, -2.40644], [2.76945, 8.00165, -4.61405], [3.92375, 8.00340, -3.26152], [3.95678, 6.68747, -4.45698], [3.95023, -3.52482, -1.90614], [2.96374, -4.29874, -1.07486], [2.17881, -4.92261, -0.40493], [3.41876, -2.89342, -2.62101], [4.56460, -2.89347, -1.26104], [4.59768, -4.21416, -2.45174], [4.31451, -6.42140, 1.67122], [5.71069, -6.91019, 1.39495], [6.82095, -7.29874, 1.17535], [3.78975, -6.24306, 0.73038], [3.76637, -7.16865, 2.24846], [4.35224, -5.49002, 2.23961]],
  "mulliken_charge": [-0.4495, -0.4226, 0.3987, -0.5587, 0.0524, 0.3852, -0.6337, -0.1845, 0.2972, 0.3865, 0.0823, 0.4097, 0.3066, -0.3268, 0.2047, -0.8415, 0.5549, -0.5152, 0.3159, 0.2741, 0.2798, -0.7052, 0.3781, -0.4551, 0.3241, 0.1890, 0.2232, -0.5630, 0.4080, -0.5028, 0.2541, 0.3243, 0.0776, -0.6048, 0.3347, -0.5081, 0.2944, 0.2182, 0.2763, -0.7403, 0.4271, -0.5458, 0.2675, 0.2790, 0.2734, -0.7649, 0.3963, -0.4293, 0.2975, 0.2677, 0.2648, -0.7635, 0.5166, -0.5665, 0.2812, 0.2767, 0.2968, -0.4943, 0.2942, -0.4050, 0.0561, 0.2859, 0.2503]
}


# 4
{
  "formula": "C22H31NOPbS9Sb",
  "method": "wB97M-V/def2-TZVPD",
  "charge": 1,
  "multiplicity": 1,
  "de_lowest_ev": 0.000,
  "lumo_energy_ha": -0.1147,
  "energy_ev": -136153.67604,
  "orbital_gap_ev": 7.417,
  "elements": ["Pb", "C", "C", "S", "C", "C", "S", "C", "C", "S", "H", "H", "H", "H", "H", "H", "H", "H", "H", "H", "H", "H", "O", "C", "S", "C", "C", "S", "S", "S", "S", "C", "N", "C", "C", "C", "C", "C", "C", "S", "H", "H", "H", "H", "C", "C", "Sb", "C", "C", "C", "C", "H", "H", "H", "H", "H", "H", "H", "H", "H", "H", "H", "H", "H", "H", "H"],
  "coordinates": [[1.61929, 0.24053, -1.26869], [5.74960, 0.59123, -0.66919], [5.75162, -0.76063, -1.36967], [4.21875, -1.16162, -2.26245], [3.83330, -2.82775, -1.66049], [3.71303, -3.01982, -0.15342], [2.46585, -1.96736, 0.64990], [3.37047, -1.20547, 2.02968], [4.66033, -0.46257, 1.72209], [4.44403, 0.89993, 0.54819], [5.62778, 1.39691, -1.39503], [6.71999, 0.74287, -0.19397], [5.96331, -1.56611, -0.66840], [6.56375, -0.76245, -2.09754], [4.58405, -3.52129, -2.04221], [2.89267, -3.07211, -2.15925], [4.66549, -2.84913, 0.34494], [3.44013, -4.05810, 0.03718], [3.57152, -1.98398, 2.76753], [2.63659, -0.52943, 2.47348], [5.42594, -1.13620, 1.34025], [5.04208, -0.05701, 2.65991], [1.94513, 6.06446, 1.55801], [1.44574, 5.05765, 1.16173], [0.88786, 4.81802, -0.51593], [0.34903, 3.16961, -0.31268], [0.49816, 2.62050, 0.91684], [-0.17661, 1.06587, 1.33280], [1.18284, 3.61561, 2.18016], [-0.51151, 2.36756, -1.59054], [0.78877, -0.79128, -3.75178], [-0.31212, -1.51599, -2.67236], [-0.18420, -1.39177, -1.36582], [-1.11143, -2.14751, -0.66167], [-1.17145, -2.30978, 0.72175], [-2.16591, -3.11161, 1.25387], [-3.10052, -3.74157, 0.43136], [-3.03929, -3.60433, -0.94440], [-2.03174, -2.81548, -1.48403], [-1.66083, -2.50360, -3.15868], [-0.42597, -1.84901, 1.35451], [-2.21789, -3.25708, 2.32534], [-3.86838, -4.36352, 0.87106], [-3.74645, -4.11671, -1.58310], [-3.34238, 4.30044, -0.63058], [-3.05032, 3.42349, 0.57870], [-2.39063, 1.44836, 0.12539], [-3.33237, 0.73216, -1.65121], [-4.84004, 0.60735, -1.46726], [-3.51124, 0.30482, 1.56655], [-3.00307, 0.32185, 2.99774], [-3.69816, 5.27594, -0.29805], [-4.11526, 3.86799, -1.26797], [-2.45429, 4.45956, -1.23981], [-3.94169, 3.26963, 1.19016], [-2.28737, 3.86320, 1.22422], [-2.87851, -0.22966, -1.89631], [-3.06047, 1.44383, -2.43037], [-5.09565, -0.13170, -0.70829], [-5.29942, 0.28442, -2.40248], [-5.30116, 1.55682, -1.18919], [-3.59526, -0.70989, 1.17807], [-4.50473, 0.75769, 1.50175], [-2.07292, -0.23628, 3.10160], [-3.74013, -0.13555, 3.65970], [-2.81773, 1.33507, 3.35841]],
  "mulliken_charge": [0.6408, -0.7946, -0.7255, -0.0144, -0.6963, -1.0619, 0.2487, -0.8228, -0.8115, -0.0031, 0.4044, 0.4307, 0.3158, 0.5031, 0.5085, 0.3049, 0.4275, 0.5680, 0.5008, 0.3183, 0.3728, 0.5428, -0.5115, 0.5766, -0.1358, -0.0232, 0.2368, -0.3475, -0.1774, -0.5287, -0.3819, 0.3790, 0.3424, -1.0087, -0.0576, -0.9805, -0.5470, -0.6143, 1.2286, -0.2392, 0.2947, 0.4442, 0.4225, 0.4616, -1.0937, -0.6438, 0.6165, 0.1231, -1.3365, -0.4589, -1.3495, 0.3968, 0.2665, 0.3164, 0.6185, 0.4056, -0.3390, 0.6296, 0.3243, 0.4246, 0.2983, 0.2230, 0.6124, 0.2770, 0.3894, 0.3094]
}